1.
Formula: C21H44Be2FLiNO10P2S2V
Source: the Open Molecules 2025 dataset
Level of theory: the ωB97M-V functional and the def2-TZVPD basis

Computed properties:
HOMO (Eh): -0.2541
Multiplicity: 1
LUMO energy (eV): -5.48
E (Ha): -4192.75306

The geometry in XYZ format:
```
85
Properties=species:S:1:pos:R:3:forces:R:3
C 0.1676 -2.7820 1.4849 0.4354 -0.6465 -0.5967
C -0.4941 -2.4455 0.1133 -0.3558 -0.2739 0.4081
C -1.6933 -1.4543 0.2026 -0.0325 -1.0536 -0.1024
C -2.5457 -1.5564 -1.1070 -0.2941 -0.1174 1.0254
N -2.4310 -0.4229 -2.0486 -0.0353 0.3827 0.8435
C -1.0889 0.1816 -2.0890 0.8854 0.6792 -1.0175
C -0.8618 1.0677 -3.3437 -0.4504 0.3184 0.4761
C 0.6028 1.5143 -3.4906 -0.3959 -0.6591 0.0941
C 1.5245 0.3857 -4.0983 0.4362 0.3847 0.3574
P 3.0174 0.3128 -3.0406 -2.5607 -1.4113 -0.1358
C 2.5113 -0.4344 -1.4287 0.5283 -0.2900 -0.1564
C 3.4107 -0.0154 -0.2345 0.0400 0.3896 0.4041
C 2.6160 1.0987 0.5013 0.4268 -0.7962 0.3470
C 3.4544 2.0531 1.3644 -0.4964 -1.6226 -0.1397
O 3.1659 3.1890 1.3880 -0.2173 2.3154 0.1139
O 4.4942 1.5469 2.1153 -0.2571 -0.1203 -1.2562
C 5.7275 2.2484 1.8448 1.4627 -0.5645 -0.0380
C 6.8153 1.2130 1.3643 -0.5331 0.4451 -0.0464
C -3.4716 0.4837 -1.9536 -1.0985 0.1705 0.3075
S -4.2667 1.0301 -3.3198 -0.1821 0.1888 -0.7402
S -4.0808 1.1096 -0.3821 0.2244 -0.9057 -0.5625
C -5.9129 0.9710 -0.6221 -0.0639 -1.0366 -0.2972
C -6.6834 1.0404 0.7177 0.2966 0.7328 -0.5966
C -6.6476 2.5068 1.2616 -0.3667 -1.2037 -0.2665
H 0.3184 -3.8823 1.5119 0.0130 0.6490 0.1562
H -0.4495 -2.5361 2.3664 0.2139 0.1486 -0.4787
H 1.1838 -2.3604 1.5980 -0.6808 0.0371 0.0725
H 0.2634 -2.1528 -0.6462 -0.4089 0.0176 0.5053
H -0.9166 -3.3999 -0.2731 0.2112 0.5529 0.1192
H -2.3380 -1.8415 1.0228 0.3381 0.2646 -0.4103
H -1.4120 -0.4258 0.4948 -0.0642 -0.3349 -0.3831
H -2.3164 -2.4842 -1.6734 0.1617 0.6108 0.2390
H -3.6101 -1.6679 -0.8083 0.5442 0.2509 -0.4068
H -0.9641 0.8604 -1.2042 0.0364 0.0168 0.2633
H -0.2810 -0.5693 -1.9951 -0.9368 -0.1440 -0.3513
H -1.4668 1.9914 -3.1974 0.2940 -0.4696 -0.0774
H -1.2528 0.5775 -4.2554 0.4318 0.0987 0.3124
H 1.0172 1.9679 -2.5706 -0.5712 0.1057 -0.4366
H 0.6257 2.3318 -4.2785 0.0945 0.1300 -0.0993
H 0.9475 -0.5803 -4.1253 0.7541 -0.1215 -0.3774
H 1.8246 0.6342 -5.1307 -0.0597 -0.2683 0.5884
H 3.4249 1.6774 -2.7631 1.5518 2.2580 1.0025
H 1.4671 -0.1213 -1.2069 0.4795 -0.2816 -0.3231
H 2.5101 -1.5344 -1.5520 -0.1180 0.3915 -0.2027
H 3.6261 -0.8698 0.4369 -0.2734 0.3848 -0.4250
H 4.4090 0.3756 -0.5325 -0.6292 -0.2011 -0.1050
H 2.0855 1.6805 -0.2756 0.4477 0.2255 0.6877
H 1.8232 0.6463 1.1354 0.4228 0.1748 -0.2808
H 6.0849 2.7311 2.7719 -0.4247 -0.0602 -0.4756
H 5.6132 2.9930 1.0394 -0.3428 -0.1562 0.6333
H 6.3378 0.2290 1.2044 0.3106 0.4037 0.2701
H 7.2144 1.5370 0.3858 -0.0076 -0.1545 0.5012
H 7.6412 1.1396 2.0930 -0.3918 -0.1453 -0.4070
H -6.0604 -0.0483 -1.0410 0.0508 0.6139 0.1107
H -6.2445 1.7112 -1.3687 0.0798 -0.2129 0.4811
H -7.7200 0.7118 0.4863 0.5356 0.2113 0.1822
H -6.2293 0.2977 1.4054 -0.2858 0.4779 -0.1070
H -6.8453 3.1873 0.3836 0.3061 -0.6415 1.2094
H -7.4716 2.6531 1.9801 0.6249 0.1509 -0.0689
H -5.6459 2.6892 1.6865 -0.5767 0.3371 -0.0784
O 2.8424 3.1917 -4.3643 -1.8245 -0.3532 -1.4081
P 3.0231 3.9458 -3.0400 0.1289 3.3659 -1.7836
O 1.5971 4.3623 -2.5685 -1.9036 -0.0872 -1.5792
O 3.8992 5.1705 -3.2499 -0.3004 -0.8259 0.6210
O 3.6997 3.0096 -2.0311 -0.0317 -2.6297 0.0451
Be -6.8958 4.2346 -1.1925 -0.0473 0.5022 -0.7010
Li -6.1554 0.8215 -5.3040 0.6013 -0.0896 0.7281
O -0.9078 1.8087 0.2460 -0.2314 -0.3574 -0.2220
H -0.0263 2.1904 0.2859 0.1222 0.2579 0.0659
O -7.8380 -2.2485 0.5025 -0.3027 0.6217 1.6190
V -8.1694 -1.8225 2.1302 0.0341 0.0023 0.3680
O -8.4838 -1.3565 3.7409 0.4146 -0.4898 -2.1229
C 3.4948 -4.8372 4.9309 0.3634 -0.7504 0.2675
C 2.4938 -3.6655 4.7342 -0.0526 -0.2644 0.3263
C 1.2035 -3.9792 5.5415 -0.5968 -0.3879 0.5350
O 2.1758 -3.6051 3.4526 0.2427 0.4150 -0.0210
H 3.0870 -5.7895 4.5886 -0.1397 0.1569 -0.0839
H 4.4240 -4.6514 4.3922 -0.1486 0.1728 -0.0844
H 3.7397 -4.9425 5.9917 -0.1219 0.1765 0.0241
H 2.9512 -2.7843 5.2137 -0.0034 0.3283 -0.4962
H 0.7297 -4.9069 5.2167 0.1516 0.0482 -0.1641
H 0.4763 -3.1729 5.4436 0.1698 0.0581 -0.1721
H 1.4449 -4.0833 6.6032 0.1972 0.0567 -0.0605
Be 0.5965 4.1216 -4.7069 3.7520 -1.0233 3.4967
F 1.4732 -2.0038 -5.1645 -0.0001 0.4700 0.5373
```
Positions in Å, forces in eV/Å.

***

2.
Formula: C8H14F15O18S4Y
Source: the Open Molecules 2025 dataset
Level of theory: the ωB97M-V functional and the def2-TZVPD basis

Computed properties:
ΔE to the lowest compared entry with this formula, charge and spin (kJ/mol): 2206.2
HOMO (Eh): -0.1713
Multiplicity: 1
Net charge: -2
LUMO energy (eV): -2.30
E (Ha): -4796.27309

The geometry in XYZ format:
```
60
Properties=species:S:1:pos:R:3:forces:R:3
Y -24.9078 -19.9209 -30.1563 0.3154 -0.5452 0.3385
C -31.7137 -22.7922 -30.3059 2.2776 1.4035 0.2451
F -32.9506 -22.9239 -29.9024 -0.7263 -0.0897 0.9653
F -30.9304 -23.7716 -29.7807 -0.8729 0.4394 -0.4641
F -31.7646 -22.9017 -31.6233 0.4753 -0.3938 -0.8863
S -30.9008 -21.0646 -29.8214 0.4550 0.9323 1.9444
O -31.3660 -20.0492 -30.7515 -0.5889 -0.6889 -0.3112
O -31.4567 -20.9188 -28.4525 0.8867 -0.4827 -1.7365
O -29.4175 -21.1649 -29.9004 -1.5092 -0.7857 0.1630
C -17.6307 -21.2278 -29.9444 -3.5601 -1.0993 -0.4152
F -17.1602 -21.8995 -30.9952 0.6473 -0.4861 0.4827
F -16.7207 -21.1076 -28.9942 0.0797 0.5499 -0.5176
F -18.0801 -20.0822 -30.4911 0.9821 0.9054 0.8183
S -19.3255 -22.0585 -29.2587 -1.6843 -2.6508 2.1039
O -20.4977 -21.4445 -29.8710 0.4996 1.4338 -0.9998
O -19.2824 -23.4674 -29.6478 1.3221 0.9889 -0.2140
O -19.3959 -21.8937 -27.7935 1.3594 0.6776 -1.3415
C -26.6221 -25.8028 -25.9523 3.3624 0.5341 -0.7608
F -26.1565 -26.8519 -25.2224 -0.4160 0.3267 -0.1418
F -27.1917 -26.3125 -27.0494 0.0261 0.4047 0.3379
F -27.4754 -25.1270 -25.2427 -1.3498 0.2919 0.6249
S -25.0364 -24.5772 -26.2802 -0.4468 -0.8148 0.6731
O -24.6733 -24.1029 -24.9424 -0.3935 -0.7836 -0.6887
O -24.0925 -25.4211 -26.9695 -0.0517 -0.1761 0.3727
O -25.5334 -23.4926 -27.1024 -0.6976 0.6382 -0.5302
C -25.2467 -25.3393 -34.9916 0.3855 -0.7971 1.7675
F -24.8750 -26.4953 -35.6086 -0.4452 0.7812 0.6198
F -24.4188 -24.3898 -35.4208 -0.1803 0.3436 -0.4683
F -26.5105 -25.0639 -35.3419 0.5034 0.0474 -0.1062
S -25.0537 -25.3749 -33.0182 0.4745 -1.8038 3.5212
O -25.2819 -24.0016 -32.5349 -0.2670 -0.2302 -1.5209
O -25.9990 -26.3544 -32.4462 0.0248 1.3234 -1.9784
O -23.7008 -25.8345 -32.6811 -0.4966 0.7583 -1.8543
C -21.3461 -14.8509 -29.2484 0.8614 -3.1934 0.8882
O -21.1979 -14.9209 -27.8464 0.9335 0.5811 0.9531
O -21.9593 -16.0518 -29.6115 0.0630 2.6427 -1.1451
C -21.7697 -13.3761 -29.5574 -1.6188 -1.0822 0.3862
F -21.3310 -12.5342 -28.6288 1.0329 0.4476 -0.0377
F -21.4013 -12.9222 -30.7672 0.3436 -0.2402 0.0960
F -23.0937 -13.2656 -29.4872 -1.1933 0.0314 -0.3862
C -19.9624 -15.4409 -27.3181 -0.6854 -0.1708 0.4603
C -20.0798 -15.2911 -25.8389 -0.0590 0.4549 1.3211
H -20.8809 -15.8863 -25.4006 -0.0542 -0.1663 -0.2582
H -19.1614 -15.5671 -25.3207 0.1470 -0.1683 -0.1311
H -20.2887 -14.2631 -25.5428 -0.0031 0.1715 -0.1811
H -19.0437 -14.9440 -27.6300 -0.2116 0.5397 -0.5972
H -19.7856 -16.5050 -27.4746 -0.4812 -0.1892 -0.7738
H -20.3244 -14.8755 -29.6274 0.5324 -0.1103 -0.7450
O -26.9917 -17.6344 -32.8137 0.4622 -0.2652 0.2941
H -26.9638 -18.0491 -33.6760 -0.0441 -0.1544 -0.2354
H -27.6268 -16.9247 -32.9091 -0.2231 0.1670 0.1541
O -23.2464 -19.3915 -26.3620 -0.2894 0.1404 -0.4602
H -23.5184 -18.8379 -25.6301 -0.1080 0.1476 0.1118
H -22.6022 -19.9901 -25.9838 0.2522 -0.3855 -0.0414
O -23.3172 -20.3038 -33.7991 -0.3393 0.3200 0.4810
H -22.3847 -20.3867 -33.9988 0.3481 -0.1354 0.1389
H -23.7481 -20.3210 -34.6536 -0.2014 -0.1443 -0.1680
O -27.2552 -17.2145 -27.6638 0.3333 -0.1754 -0.2718
H -27.9471 -16.6031 -27.9160 -0.2318 0.0666 -0.1463
H -27.2053 -17.1407 -26.7108 0.0432 -0.0827 0.2512
```
Positions in Å, forces in eV/Å.

***

3.
Formula: C5H13NO
Source: the Open Molecules 2025 dataset
Level of theory: the ωB97M-V functional and the def2-TZVPD basis

Computed properties:
ΔE to the lowest compared entry with this formula, charge and spin (kJ/mol): 150.2
HOMO (Eh): -0.3318
Multiplicity: 1
LUMO energy (eV): 0.89
E (Ha): -328.26162
Structure (SMILES): CN[C@@H](C)[C@H](C)O

The geometry in XYZ format:
```
20
Properties=species:S:1:pos:R:3:forces:R:3
C 2.3761 -0.6385 -0.0617 -0.6346 0.8588 0.9199
N 1.0741 -0.3394 0.6179 0.0988 -0.7346 -0.7387
C -0.0032 -0.1734 -0.3558 -0.4734 0.7319 -1.9818
C -1.0501 0.9599 -0.1151 0.1843 -0.7057 2.4535
C -0.6397 1.8254 1.0657 0.4022 0.7317 0.5688
O -2.3082 0.4230 0.3604 0.0865 0.2126 -0.2213
C -0.7085 -1.4642 -0.7925 1.0881 -0.2944 -0.6579
H 2.5002 0.0259 -0.9132 0.0397 -0.0070 -0.0596
H 2.4670 -1.6767 -0.3833 0.1338 -0.0234 -0.0289
H 3.1166 -0.3605 0.6885 0.4130 -0.4101 -0.2758
H 0.8952 -1.2058 1.1072 -0.3440 0.1230 0.5808
H 0.4960 0.2190 -1.2561 0.0663 -0.2430 0.0729
H -1.2264 1.5727 -0.9954 0.1274 -0.1597 -0.2850
H -1.2718 2.7147 1.0889 0.0325 -0.0319 0.1517
H 0.4067 2.1217 1.1844 -0.0210 0.0829 -0.9480
H -0.7416 1.2892 2.0115 -0.5891 -0.2697 -0.2086
H -2.8441 0.1337 -0.3782 -0.0393 -0.0978 -0.2318
H -1.3066 -1.9055 -0.0047 -0.0900 -0.0857 0.0657
H -1.2878 -1.3529 -1.7120 -0.4381 0.4122 0.2724
H 0.0560 -2.1682 -1.1565 -0.0433 -0.0901 0.5516
```
Positions in Å, forces in eV/Å.

***

4.
Formula: C2H3N3O2
Source: the Open Molecules 2025 dataset
Level of theory: the ωB97M-V functional and the def2-TZVPD basis

Computed properties:
ΔE to the lowest compared entry with this formula, charge and spin (kJ/mol): 398.6
HOMO (Eh): -0.3435
Multiplicity: 1
LUMO energy (eV): 0.00
E (Ha): -392.64172
Structure (SMILES): O=c1ncn(O)[nH]1

The geometry in XYZ format:
```
10
Properties=species:S:1:pos:R:3:forces:R:3
C 0.4035 1.3191 -0.2322 -1.5134 -3.9065 -0.4686
C 2.0260 -0.1730 -0.0922 -3.0332 -0.1017 0.4736
N 1.6237 1.1811 -0.0011 -0.2622 1.9466 -0.3015
N 0.8360 -0.8609 -0.3376 -0.8790 -3.2301 0.2522
N -0.3081 -0.1117 -0.6443 3.6362 4.1086 0.1488
O 3.1061 -0.5846 0.1194 1.5287 -0.8700 -0.0848
O -1.4378 -0.4056 0.0407 -1.8442 -0.4158 -1.4563
H -0.3351 2.0804 -0.1464 0.0742 0.9315 -0.0900
H 0.6009 -1.8795 -0.2550 1.1823 1.4561 -0.3493
H -1.4075 -0.5396 0.9687 1.1106 0.0812 1.8759
```
Positions in Å, forces in eV/Å.

***

5.
Formula: C24H30F6IrN5OSb
Source: the Open Molecules 2025 dataset
Level of theory: the ωB97M-V functional and the def2-TZVPD basis

Computed properties:
ΔE to the lowest compared entry with this formula, charge and spin (kJ/mol): 0.0
HOMO (spin up / spin down) (Eh): -0.6764 / -0.6763
Multiplicity: 1
Net charge: +3
LUMO energy (spin up / spin down) (eV): -12.46 / -12.46
E (Ha): -2224.45958

The geometry in XYZ format:
```
68
Properties=species:S:1:pos:R:3:forces:R:3
Ir 0.5979 -0.1703 -0.1236 -2.6164 0.7054 1.2151
C -0.6750 -1.8473 -2.3036 -0.3329 -0.1599 -0.5801
N -0.4197 -0.4082 -2.0257 0.8696 -0.9066 1.3301
C 0.4558 0.1992 -3.0674 0.0194 0.2087 -0.6804
C -1.6690 0.3176 -1.8735 0.0165 0.0437 -0.0744
C -2.4644 0.5391 -2.9572 -0.0264 -0.1538 -0.1848
C -3.6302 1.3089 -2.8438 0.0103 -0.0192 0.2205
C -3.9741 1.8897 -1.6222 -0.1026 -0.1188 -0.0380
C -3.1654 1.7128 -0.5348 0.1287 0.1570 0.1480
C -2.0042 0.8777 -0.5967 -0.2839 -0.2566 -0.1127
N -1.1318 0.6660 0.4190 0.6769 1.2356 -0.5372
C -1.1272 1.3579 1.5861 -0.2831 -0.5391 0.5244
C -2.2696 1.8606 2.2689 -0.1658 -0.0067 0.0046
C -2.1279 2.8356 3.2154 -0.0136 0.0547 0.0505
C -0.8475 3.2979 3.5496 -0.0489 -0.1124 -0.1689
C 0.2894 2.6758 3.0246 0.1249 0.2069 -0.0356
C 0.1597 1.6571 2.1193 0.1908 -0.0863 0.1198
N 1.2954 0.8562 1.7083 -0.0338 -1.3159 -1.0443
C 2.5126 1.6490 1.3772 0.3956 0.3649 0.2755
C 1.5936 -0.1142 2.8011 0.0477 0.2107 0.6117
H -1.2119 -1.9624 -3.2476 0.0266 0.0555 -0.0079
H -1.2833 -2.2816 -1.5151 0.0400 0.0332 0.0130
H 0.2668 -2.3836 -2.3946 0.0721 0.1187 0.1162
H 0.0342 0.0523 -4.0633 -0.0829 -0.1364 0.0706
H 1.4382 -0.2638 -3.0429 -0.0789 -0.1018 0.1591
H 0.5508 1.2663 -2.9057 0.0019 -0.0317 0.1150
H -2.1813 0.1495 -3.9257 -0.0358 0.0029 -0.0103
H -4.2430 1.4940 -3.7173 0.0328 -0.0288 -0.0333
H -4.8526 2.5142 -1.5396 0.0392 0.0658 -0.0489
H -3.3648 2.2967 0.3445 -0.0273 0.0130 0.0227
H -3.2420 1.4159 2.1064 0.0002 0.0473 -0.1499
H -3.0000 3.2404 3.7104 0.0202 -0.0391 0.0693
H -0.7343 4.0937 4.2751 0.0205 0.0092 -0.0068
H 1.2703 3.0120 3.3323 -0.0041 -0.0561 0.0813
H 2.9832 2.0218 2.2892 -0.0573 -0.0623 0.0428
H 2.2537 2.4910 0.7481 -0.0312 -0.0639 -0.0138
H 3.2389 1.0169 0.8694 -0.1361 -0.1438 -0.0042
H 1.7146 0.4174 3.7473 0.0589 0.0488 -0.0481
H 2.5320 -0.6195 2.5923 -0.0264 0.0469 -0.1110
H 0.7816 -0.8272 2.9232 -0.0099 0.0118 -0.0975
C 3.6205 -2.3132 -2.4598 0.1767 0.0497 -0.0649
C 2.8535 -2.1828 -1.1871 -0.1685 -0.0314 -0.0467
O 2.2804 -1.1098 -0.8780 0.5015 0.8996 -0.4575
N 2.7835 -3.2163 -0.3689 0.0239 -0.2975 0.0474
C 2.2442 -3.0660 0.9671 -0.0895 0.0745 0.0392
C 0.7488 -3.2127 1.0714 0.0282 -0.0027 0.0703
C 0.2162 -4.4219 1.4908 -0.1868 0.0895 0.0278
C -1.1494 -4.5463 1.6913 0.0328 -0.0591 -0.0161
C -1.9545 -3.4396 1.4741 -0.0058 0.0168 0.0902
C -1.3687 -2.2656 1.0532 -0.0219 -0.0546 0.0251
N -0.0466 -2.1452 0.8401 0.6707 1.3085 -1.0074
H 3.8035 -1.3332 -2.8918 -0.0355 0.0160 0.0253
H 3.0748 -2.9247 -3.1823 -0.0823 0.0106 0.0478
H 4.5785 -2.8031 -2.2843 -0.0085 -0.0105 0.0142
H 3.2317 -4.0854 -0.6230 0.0838 0.0509 -0.0108
H 2.5117 -2.0749 1.3229 0.1548 -0.0885 0.0081
H 2.7217 -3.8053 1.6054 -0.0180 0.0177 0.0348
H 0.8729 -5.2604 1.6798 0.0456 0.0312 -0.0018
H -1.5723 -5.4834 2.0288 -0.0099 -0.0046 -0.0189
H -3.0214 -3.4789 1.6428 -0.0081 0.0221 -0.0172
H -1.9728 -1.3868 0.8887 -0.0337 -0.1165 -0.0401
F 0.6612 1.9462 -0.7448 0.4923 -1.2101 -0.0260
Sb 0.1678 3.9966 -1.3073 -0.1923 -1.1946 0.4639
F -1.2309 3.6564 -0.0517 0.0332 0.1898 -0.1649
F 1.2055 4.2801 0.2306 0.0864 0.3417 -0.3012
F -0.3265 5.6884 -1.8099 0.0910 0.0544 0.0621
F 1.6391 3.6489 -2.3857 -0.0232 0.3298 0.0060
F -0.9221 3.0339 -2.5198 0.0674 0.2661 0.0089
```
Positions in Å, forces in eV/Å.